Record 1
C44H100N6O26P2 | ωB97M-V/def2-TZVPD

```
! RIJCOSX wB97M-V def2-TZVPD def2/J DEFGRID3
* xyz 0 1
O -1.3404 0.1093 7.5294
P -1.1398 1.3526 6.7762
N -2.2644 1.4595 5.4752
C -3.7078 1.6907 5.6484
C -1.8999 0.4067 4.5081
N 0.4462 1.6872 6.1293
C 0.6145 2.6453 5.0090
C 1.6067 0.9128 6.4565
N -1.3904 2.7049 7.7762
C -1.5346 2.5174 9.2191
C -1.4400 4.0669 7.2576
H -4.2808 0.7764 5.8026
H -4.0742 2.2102 4.7630
H -3.9126 2.3418 6.4983
H -2.7109 0.4203 3.7799
H -1.8709 -0.5629 5.0051
H -0.9705 0.5848 3.9672
H 1.1642 2.2097 4.1746
H -0.3229 3.0317 4.6091
H 1.2113 3.4891 5.3554
H 1.3908 0.0826 7.1290
H 2.2951 0.6785 5.6444
H 2.3279 1.5100 7.0144
H -0.5373 2.2634 9.5780
H -2.0412 3.3859 9.6399
H -2.0826 1.6277 9.5295
H -2.4615 4.4465 7.2315
H -1.0141 4.1906 6.2620
H -0.8554 4.6661 7.9557
O -3.2578 0.5640 -4.9231
P -4.4067 -0.3755 -4.8912
N -4.0091 -1.9565 -5.3470
C -3.3972 -2.8874 -4.4252
C -3.4601 -2.1098 -6.7219
N -5.7231 0.1201 -5.8868
C -5.9356 1.5477 -6.1627
C -6.6221 -0.7545 -6.5457
N -5.1790 -0.5402 -3.3599
C -5.0373 0.5053 -2.4371
C -6.2670 -1.5336 -3.0993
H -2.3167 -2.8421 -4.5615
H -3.7338 -3.9186 -4.5319
H -3.4284 -2.5904 -3.3769
H -3.9073 -1.3971 -7.4149
H -3.7039 -3.0970 -7.1144
H -2.3885 -1.9431 -6.8310
H -5.8009 1.7875 -7.2174
H -7.0032 1.7413 -6.0587
H -5.3778 2.1582 -5.4526
H -6.1032 -1.6233 -6.9506
H -7.3424 -1.1677 -5.8397
H -7.1411 -0.3129 -7.3964
H -5.6162 1.3293 -2.8543
H -5.4191 0.1515 -1.4794
H -3.9787 0.7492 -2.3481
H -7.1899 -0.9579 -3.0286
H -5.9953 -2.2327 -2.3084
H -6.4050 -2.1661 -3.9762
C 2.7738 -2.6367 4.8846
C 2.9152 -2.1053 3.4799
O 4.2462 -1.8700 3.1780
C 4.8942 -0.7448 3.5623
O 4.4613 0.0809 4.3133
O 6.0469 -0.5836 2.8719
C 6.8719 0.5130 3.1449
H 3.1797 -1.9929 5.6648
H 3.2539 -3.6106 4.7890
H 1.7236 -2.7793 5.1389
H 2.3660 -1.1646 3.4402
H 2.5200 -2.7706 2.7122
H 6.3394 1.3922 3.5076
H 7.3270 0.7144 2.1751
H 7.5592 0.1080 3.8876
C 5.0249 -2.0510 -0.3169
C 5.6552 -1.0381 -1.2084
O 6.5312 -0.0948 -0.4777
C 7.0481 0.9906 -1.1005
O 6.8810 1.1811 -2.3394
O 7.8778 1.6467 -0.2903
C 8.5468 2.8490 -0.8168
H 5.8333 -2.4357 0.3048
H 4.5851 -2.9179 -0.8100
H 4.3184 -1.6949 0.4329
H 4.9136 -0.4386 -1.7364
H 6.1975 -1.5708 -1.9895
H 9.6052 2.6310 -0.9598
H 8.3512 3.6525 -0.1067
H 8.0860 3.2740 -1.7085
C 5.8574 7.7375 -2.3939
C 5.4876 6.2752 -2.0905
O 6.2485 5.8233 -0.9771
C 5.6399 5.0835 -0.0291
O 4.4286 4.9110 0.1336
O 6.5555 4.6401 0.7212
C 6.2924 3.6653 1.6739
H 5.9712 8.3381 -1.4914
H 5.1292 8.2277 -3.0401
H 6.7378 7.7331 -3.0365
H 5.5395 5.7405 -3.0389
H 4.4395 6.3725 -1.8073
H 6.3105 2.6632 1.2453
H 5.3320 3.7605 2.1805
H 7.1132 3.6596 2.3911
C -6.8175 -2.9258 4.0565
C -5.2660 -2.5495 4.1903
O -5.1660 -1.0928 4.0057
C -5.1712 -0.6145 2.7533
O -5.1158 -1.3318 1.7392
O -5.0891 0.7093 2.8265
C -5.0490 1.4779 1.7147
H -6.9298 -3.9944 4.2395
H -7.2689 -2.6757 3.0963
H -7.3868 -2.4583 4.8599
H -4.6612 -2.9722 3.3880
H -4.6886 -2.9137 5.0401
H -4.9280 2.5145 2.0293
H -5.9361 1.5210 1.0829
H -4.2009 1.2925 1.0555
C 0.3972 -1.1653 -5.5225
C 0.7418 -1.0362 -4.0137
O 0.8199 -2.2486 -3.3601
C 1.7897 -2.5853 -2.5579
O 2.8401 -1.9288 -2.3112
O 1.5889 -3.8181 -2.0594
C 2.5069 -4.5261 -1.1854
H 0.4125 -0.2499 -6.1139
H -0.5710 -1.6270 -5.7165
H 1.0691 -1.8659 -6.0183
H -0.0926 -0.5291 -3.5294
H 1.5448 -0.3554 -3.7311
H 2.6429 -4.0532 -0.2128
H 3.4953 -4.5731 -1.6425
H 2.1285 -5.5265 -0.9754
C -1.7861 -5.1640 -1.0334
C -1.7186 -6.5778 -0.4394
O -1.7340 -7.5597 -1.5015
C -1.3460 -8.8169 -1.2548
O -0.7374 -9.2193 -0.2453
O -1.6672 -9.5865 -2.2377
C -1.9772 -9.2358 -3.5509
H -0.8512 -4.9858 -1.5646
H -1.8778 -4.4325 -0.2305
H -2.6338 -5.0180 -1.7030
H -2.5612 -6.8077 0.2127
H -0.7939 -6.7765 0.1023
H -1.7797 -10.1151 -4.1640
H -1.4255 -8.3714 -3.9205
H -3.0212 -8.9958 -3.7522
C -1.6014 -0.9044 -0.4486
C -1.2183 -0.0594 0.8169
O 0.1531 -0.0870 1.2395
C 1.1550 0.3369 0.5022
O 0.9335 0.8158 -0.6166
O 2.3736 0.2239 1.1016
C 3.4903 1.0252 0.5581
H -1.3718 -1.9676 -0.3781
H -0.9599 -0.5815 -1.2685
H -2.6037 -0.6404 -0.7861
H -1.7748 -0.4706 1.6591
H -1.5312 0.9708 0.6471
H 4.4360 0.7487 1.0243
H 3.1943 2.0572 0.7462
H 3.5096 1.0833 -0.5302
C -0.8561 3.1267 -5.9992
C -0.1520 3.1166 -4.5889
O -0.5080 4.3343 -3.9616
C 0.1920 4.8512 -2.9470
O -0.0053 6.0239 -2.6247
O 1.0346 3.9455 -2.3924
C 1.5899 4.1984 -1.0989
H -0.5111 4.0626 -6.4387
H -1.9320 3.0408 -5.8474
H -0.6232 2.2266 -6.5681
H 0.9338 3.1278 -4.6843
H -0.4119 2.2190 -4.0277
H 2.0827 5.1623 -0.9724
H 2.2811 3.3690 -0.9488
H 0.8988 4.0910 -0.2629
*
```

Properties
frontier orbital gap = 8.31 eV
DFT total energy = -128002.26113 eV
SMILES string = CN(C)P(=O)(N(C)C)N(C)C.CN(C)P(=O)(N(C)C)N(C)C.CCOC(=O)OC.CCOC(=O)OC.CCOC(=O)OC.CCOC(=O)OC.CCOC(=O)OC.CCOC(=O)OC.CCOC(=O)OC.CCOC(=O)OC
HOMO = -8.025 eV

Record 2
C44H101BrN5O6P2 | ωB97M-V/def2-TZVPD

```
! RIJCOSX wB97M-V def2-TZVPD def2/J DEFGRID3
* xyz 1 1
C 4.2938 3.1354 -0.0346
C 4.1838 4.5568 -0.6567
C 3.9795 4.5529 -2.1765
C 2.5383 4.8270 -2.6451
C 1.5766 3.6701 -2.3277
N 1.5381 2.6884 -3.4705
C 1.6686 1.2429 -3.0090
P 3.5446 0.9494 -3.2174
O 3.8461 -0.2420 -2.1623
Br 3.9101 0.1773 -5.3048
C 0.5873 0.2093 -3.4677
C 0.9718 -1.1040 -4.1722
C 1.9279 -2.1125 -3.5339
C 1.3473 -3.5507 -3.6662
C 1.8879 -4.4940 -2.5671
O 2.7544 -5.4852 -3.1121
P -0.4346 -0.3751 -1.9581
N -1.7985 -0.9650 -2.4021
O -0.6512 0.8633 -0.9050
O 0.3256 -1.4909 -1.1000
O -0.4349 0.6700 -4.3314
C -0.7740 2.0374 -4.3520
C -1.7864 2.4968 -3.2972
C -2.9579 3.2362 -3.8866
O -3.2356 3.2473 -5.0459
N -3.7516 3.9201 -2.9007
C -4.6433 2.8690 -2.3499
C -4.6091 4.9089 -3.5728
C 0.4802 2.9265 -4.5086
N 1.1249 2.5315 -5.7634
C 0.0062 4.3824 -4.7006
C 0.8712 5.2689 -5.6338
C 0.8907 6.7458 -5.1475
N 2.2246 7.3598 -5.1196
H 3.3651 2.9568 0.5056
H 5.1536 3.0311 0.6104
H 4.3020 2.3872 -0.8219
H 5.1499 5.0206 -0.4869
H 3.4467 5.1594 -0.1338
H 4.5618 5.3822 -2.5750
H 4.3861 3.6666 -2.6505
H 2.2195 5.7258 -2.1260
H 2.6071 5.0076 -3.7158
H 0.5926 4.0283 -2.0625
H 1.9776 3.2163 -1.4274
H 2.4002 2.9110 -3.9919
H 1.6164 1.2688 -1.9244
H 4.4735 -0.8724 -2.5529
H 1.2783 -0.8364 -5.1794
H 0.0169 -1.5971 -4.3295
H 2.1640 -1.9863 -2.4859
H 2.8733 -2.1634 -4.0657
H 0.2645 -3.5541 -3.5694
H 1.6817 -3.9818 -4.6013
H 2.4313 -3.9401 -1.7983
H 1.0421 -4.9550 -2.0623
H 3.6382 -5.2939 -2.7838
H -2.5652 -0.4802 -1.9516
H -0.8765 0.4513 -0.0542
H -0.1802 -2.3177 -1.1481
H -1.2786 2.1845 -5.3018
H -1.3036 3.1689 -2.5961
H -2.1767 1.6424 -2.7636
H -4.0730 1.9930 -2.0479
H -5.3598 2.5152 -3.0914
H -5.1434 3.2141 -1.4543
H -5.0746 5.5498 -2.8300
H -3.9973 5.5482 -4.1995
H -5.4048 4.4561 -4.1600
H 0.4702 2.6156 -6.5290
H 1.4768 1.5813 -5.7088
H -0.9370 4.2831 -5.2309
H -0.2472 4.9090 -3.7872
H 0.4506 5.2833 -6.6334
H 1.8966 4.9250 -5.6972
H 0.4955 6.8404 -4.1381
H 0.2413 7.3539 -5.7711
H 2.6059 7.3486 -4.1871
H 2.8583 6.9179 -5.7697
C 5.1332 4.5976 3.9468
C 6.1587 3.9614 4.8817
C 6.7762 2.6731 4.3360
C 5.7713 1.5476 4.0950
C 4.9507 1.1533 5.3190
C 5.7816 0.6040 6.4738
H 4.2766 3.9401 3.7819
H 4.7560 5.5275 4.3744
H 5.5789 4.8313 2.9764
H 5.6927 3.7746 5.8524
H 6.9630 4.6787 5.0618
H 7.5531 2.3363 5.0273
H 7.2898 2.8876 3.3927
H 6.3095 0.6698 3.7225
H 5.0835 1.8384 3.2931
H 4.2293 0.3895 5.0123
H 4.3623 2.0082 5.6651
H 6.3515 -0.2731 6.1612
H 5.1359 0.3061 7.3007
H 6.4816 1.3475 6.8573
C -5.9548 -0.3714 -0.5439
C -4.9079 -0.9691 0.3930
C -4.3141 -2.2834 -0.1138
C -5.3152 -3.4282 -0.2674
C -6.0773 -3.7950 1.0051
C -5.1723 -4.2835 2.1318
H -6.8197 -1.0252 -0.6562
H -6.3120 0.5826 -0.1512
H -5.5296 -0.1918 -1.5351
H -5.3415 -1.1059 1.3868
H -4.0929 -0.2456 0.5128
H -3.5104 -2.5905 0.5631
H -3.8372 -2.1094 -1.0837
H -4.7761 -4.3113 -0.6248
H -6.0355 -3.1811 -1.0524
H -6.7923 -4.5847 0.7611
H -6.6708 -2.9448 1.3530
H -4.5947 -5.1556 1.8178
H -5.7665 -4.5710 3.0002
H -4.4732 -3.5095 2.4545
C -1.8672 -10.0803 4.7318
C -1.9672 -8.6280 4.2744
C -3.3508 -8.2509 3.7471
C -3.8052 -9.0261 2.5094
C -2.8738 -8.9215 1.3029
C -2.7266 -7.4976 0.7769
H -2.0368 -10.7758 3.9086
H -0.8748 -10.2865 5.1352
H -2.5976 -10.2925 5.5149
H -1.2042 -8.4290 3.5164
H -1.7329 -7.9778 5.1215
H -3.3657 -7.1778 3.5316
H -4.0873 -8.4060 4.5415
H -4.7987 -8.6666 2.2223
H -3.9328 -10.0813 2.7656
H -3.2731 -9.5517 0.5041
H -1.8880 -9.3270 1.5460
H -3.6989 -7.0864 0.4957
H -2.0863 -7.4803 -0.1071
H -2.2776 -6.8374 1.5216
C 1.2656 1.2640 2.6807
C 0.4597 1.9634 3.7713
C 0.4084 1.1835 5.0832
C -0.2623 -0.1886 5.0016
C -1.7025 -0.1756 4.4898
C -2.6582 0.6121 5.3805
H 0.8180 0.3065 2.4039
H 1.3005 1.8839 1.7799
H 2.2931 1.0864 3.0060
H -0.5524 2.1640 3.4080
H 0.9124 2.9389 3.9684
H -0.1013 1.7944 5.8327
H 1.4299 1.0472 5.4527
H -0.2439 -0.6413 5.9970
H 0.3329 -0.8489 4.3631
H -2.0537 -1.2090 4.4264
H -1.7399 0.2221 3.4700
H -2.6636 0.2104 6.3951
H -3.6764 0.5561 4.9931
H -2.3855 1.6673 5.4328
*
```

Properties
frontier orbital gap = 8.86 eV
DFT total energy = -155616.70519 eV
HOMO = -11.578 eV